[1]
Density functional theory data (wB97M-V/def2-TZVPD) for a cluster of 9 separate species, C36H45N9 in total in a non-equilibrium geometry.

Computed properties:
- structure (SMILES) = c1cc[nH]c1.c1cc[nH]c1.c1cc[nH]c1.c1cc[nH]c1.c1cc[nH]c1.c1cc[nH]c1.c1cc[nH]c1.c1cc[nH]c1.c1cc[nH]c1
- ΔE to the lowest compared entry with this formula, charge and spin (kJ/mol) = 1896.9

CARTESIAN COORDINATES (ANGSTROEM)
C: -2.815 -6.270 2.273
C: -2.353 -5.110 1.568
C: -3.483 -4.088 1.462
N: -4.520 -4.656 1.981
C: -4.296 -6.004 2.434
H: -2.115 -7.052 2.540
H: -1.308 -5.080 1.183
H: -3.406 -3.152 0.988
H: -5.315 -4.036 2.118
H: -4.905 -6.674 3.040
C: -1.015 -0.987 -4.772
C: -2.336 -0.401 -4.270
C: -2.713 0.752 -5.312
N: -1.718 0.662 -6.300
C: -0.652 -0.334 -6.076
H: -0.472 -1.718 -4.396
H: -2.826 -0.658 -3.314
H: -3.521 1.414 -5.419
H: -1.778 1.106 -7.076
H: 0.115 -0.446 -6.795
C: 2.965 1.373 0.934
C: 3.645 1.094 2.247
C: 3.729 -0.482 2.248
N: 3.180 -0.914 1.050
C: 2.634 0.070 0.269
H: 2.493 2.387 0.787
H: 4.078 1.658 2.883
H: 3.927 -0.981 3.083
H: 2.940 -1.920 1.046
H: 2.069 0.128 -0.643
C: -1.143 -0.395 0.515
C: -0.548 0.037 1.757
C: -0.404 1.496 1.704
N: -0.790 1.921 0.381
C: -1.243 0.867 -0.355
H: -1.305 -1.417 0.305
H: -0.198 -0.508 2.587
H: 0.000 2.090 2.392
H: -0.709 3.066 0.308
H: -1.860 1.017 -1.419
C: -3.476 4.108 -0.909
C: -2.654 5.024 -0.047
C: -1.214 4.733 -0.429
N: -1.245 3.747 -1.512
C: -2.469 3.423 -1.903
H: -4.488 4.321 -1.051
H: -3.045 5.640 0.703
H: -0.367 5.064 -0.025
H: -0.400 3.303 -1.878
H: -2.653 2.649 -2.484
C: 2.336 3.962 3.565
C: 2.210 4.821 2.260
C: 2.115 6.303 2.704
N: 2.397 6.279 4.095
C: 2.329 5.045 4.667
H: 2.236 2.820 3.899
H: 2.021 4.556 1.215
H: 2.263 7.333 2.020
H: 2.424 7.205 4.580
H: 2.270 4.962 5.824
C: 2.020 -2.682 4.109
C: 1.108 -3.834 3.879
C: 1.896 -5.123 4.388
N: 3.123 -4.603 4.923
C: 3.266 -3.226 4.830
H: 1.740 -1.706 3.793
H: 0.094 -3.819 3.772
H: 1.714 -6.208 4.378
H: 3.919 -5.368 5.223
H: 4.183 -2.732 5.189
C: -0.707 -2.787 -2.134
C: -1.259 -4.061 -1.591
C: -0.495 -5.225 -2.196
N: 0.466 -4.630 -2.963
C: 0.353 -3.270 -3.063
H: -1.080 -1.897 -1.924
H: -1.906 -4.192 -0.814
H: -0.514 -6.299 -1.830
H: 1.067 -5.175 -3.579
H: 1.029 -2.657 -3.721
C: 1.726 2.737 -2.701
C: 1.272 3.858 -3.593
C: 0.021 3.192 -4.246
N: -0.071 1.917 -3.710
C: 0.861 1.566 -2.711
H: 2.563 2.879 -1.959
H: 1.377 4.763 -3.723
H: -0.587 3.574 -5.037
H: -0.602 1.187 -4.204
H: 0.802 0.668 -2.017

Atomic forces in eV per Å
C -3.796 3.735 -1.532
C -1.536 1.212 0.305
C 6.700 -3.803 -0.603
N -2.254 -2.555 1.808
C 4.058 0.336 0.212
H -0.808 -0.329 0.061
H -1.089 0.602 0.325
H -0.397 0.947 -0.229
H -0.298 -1.108 0.180
H -0.546 0.970 -0.387
C -4.518 6.561 -4.970
C 2.014 2.557 -4.208
C 4.477 -5.966 2.136
N 1.400 -5.386 7.699
C -5.346 0.874 4.445
H 1.926 -2.982 1.788
H 0.262 0.335 -0.891
H -0.852 0.587 0.044
H -0.391 3.753 -6.191
H 0.535 -0.128 -0.339
C -0.120 -2.439 2.114
C -4.007 -9.560 -8.103
C -1.461 8.596 -4.193
N -0.542 -1.048 1.642
C 1.672 4.894 2.870
H 0.816 -1.442 -0.586
H 2.623 3.976 4.320
H 1.015 -2.783 2.643
H 0.077 1.031 -0.689
H 0.131 -1.281 -0.017
C 1.232 4.893 -0.247
C -0.821 4.164 -2.402
C -2.316 -5.892 -5.166
N 1.140 1.677 4.020
C -1.657 -2.742 -0.222
H -0.396 -0.625 -0.679
H 0.054 -0.829 0.705
H 1.538 2.611 2.343
H -1.007 -3.970 -0.556
H 2.127 -0.535 3.277
C 6.231 1.132 -1.174
C 3.032 -4.920 -4.708
C -7.608 -2.142 -2.324
N 0.122 2.954 1.804
C -2.742 5.308 6.766
H -1.482 -0.453 -0.264
H -0.147 0.872 0.885
H 3.412 1.347 1.233
H -0.192 0.325 0.126
H -0.771 -3.202 -3.006
C -1.181 4.039 1.317
C -0.652 2.459 4.296
C 2.262 -2.928 -1.312
N -1.436 1.491 -1.394
C 0.551 -2.711 -1.584
H 0.276 2.873 -1.485
H 0.315 -0.243 0.648
H -0.491 -3.216 2.208
H -0.081 -1.690 -0.268
H 0.347 -0.022 -2.454
C 1.340 -5.248 1.962
C 7.494 -2.442 3.227
C -0.198 5.437 -0.490
N 0.034 -2.702 -0.495
C -3.174 0.369 -2.307
H 0.297 0.723 0.296
H -2.441 0.033 -0.973
H -0.019 0.934 0.046
H -2.660 3.185 -0.927
H -0.766 -0.329 -0.364
C 2.905 -9.098 -2.254
C 4.778 -0.849 -4.102
C -1.967 3.278 2.918
N -0.173 -0.365 -0.829
C -1.494 1.908 1.978
H -1.130 3.991 0.620
H -1.856 -0.184 1.622
H 0.181 1.653 -0.979
H -0.181 0.432 0.340
H -0.720 -1.106 0.916
C -0.410 1.033 0.802
C -5.878 -14.632 0.564
C 5.239 0.264 3.228
N -0.346 -0.262 -0.467
C 1.110 3.546 -1.477
H -1.025 -0.342 -0.938
H 2.075 8.884 -0.892
H -0.402 -0.197 -0.192
H 0.011 0.524 0.699
H -0.030 1.379 -1.569

Löwdin atomic charge list, values in e, 2 entries: number 1, C, carries -0.09; number 2, C, carries -0.12

---

[2]
Density functional theory data (wB97M-V/def2-TZVPD) for a cluster of 9 separate species, C36H45N9 in total in a non-equilibrium geometry.

Computed properties:
- structure (SMILES) = c1cc[nH]c1.c1cc[nH]c1.c1cc[nH]c1.c1cc[nH]c1.c1cc[nH]c1.c1cc[nH]c1.c1cc[nH]c1.c1cc[nH]c1.c1cc[nH]c1
- ΔE to the lowest compared entry with this formula, charge and spin (kJ/mol) = 394.9

CARTESIAN COORDINATES (ANGSTROEM)
C: 4.876 -1.893 -5.635
C: 5.462 -2.877 -6.375
C: 5.611 -3.978 -5.597
N: 5.006 -3.778 -4.389
C: 4.563 -2.477 -4.394
H: 4.647 -0.877 -5.921
H: 5.758 -2.826 -7.412
H: 6.038 -4.913 -5.930
H: 4.815 -4.415 -3.628
H: 4.029 -2.098 -3.536
C: 4.939 1.843 2.155
C: 5.766 1.329 3.165
C: 7.038 1.660 2.747
N: 6.973 2.257 1.498
C: 5.681 2.418 1.208
H: 3.866 1.765 2.062
H: 5.475 0.810 4.066
H: 8.034 1.444 3.105
H: 7.753 2.615 0.966
H: 5.370 2.916 0.302
C: 1.672 -1.540 7.874
C: 2.458 -1.614 6.660
C: 3.339 -2.655 6.890
N: 3.289 -3.045 8.229
C: 2.249 -2.333 8.855
H: 0.701 -1.092 8.025
H: 2.190 -1.044 5.783
H: 4.167 -3.053 6.322
H: 3.828 -3.788 8.650
H: 1.948 -2.680 9.833
C: -0.609 0.188 0.511
C: -1.956 0.539 0.587
C: -2.277 1.343 -0.500
N: -1.118 1.542 -1.180
C: -0.096 0.851 -0.558
H: 0.017 -0.402 1.164
H: -2.666 0.141 1.297
H: -3.244 1.756 -0.746
H: -0.958 2.160 -1.963
H: 0.895 0.860 -0.988
C: -7.592 -1.970 1.139
C: -7.442 -0.646 0.836
C: -8.560 -0.214 0.253
N: -9.482 -1.290 0.204
C: -8.784 -2.329 0.704
H: -6.878 -2.654 1.574
H: -6.605 0.016 0.998
H: -8.890 0.739 -0.133
H: -10.407 -1.366 -0.196
H: -9.158 -3.325 0.518
C: -5.840 3.432 -6.475
C: -6.321 2.783 -7.604
C: -6.094 1.464 -7.176
N: -5.781 1.356 -5.856
C: -5.557 2.601 -5.367
H: -5.724 4.506 -6.475
H: -6.543 3.144 -8.598
H: -6.185 0.510 -7.675
H: -5.673 0.499 -5.332
H: -5.226 2.766 -4.353
C: -2.002 2.531 5.815
C: -2.731 1.978 6.894
C: -2.692 2.912 7.841
N: -1.910 3.962 7.472
C: -1.449 3.716 6.230
H: -1.842 2.015 4.880
H: -3.265 1.040 6.919
H: -3.162 3.037 8.805
H: -1.686 4.779 8.023
H: -0.779 4.398 5.728
C: 5.112 -6.357 -0.124
C: 4.672 -5.200 0.447
C: 3.388 -4.971 -0.054
N: 2.960 -6.007 -0.797
C: 4.008 -6.890 -0.856
H: 6.064 -6.831 0.061
H: 5.199 -4.513 1.093
H: 2.731 -4.113 -0.041
H: 2.089 -5.970 -1.308
H: 3.834 -7.793 -1.422
C: -0.003 5.035 -4.006
C: 0.934 4.235 -4.585
C: 0.412 3.495 -5.588
N: -0.822 3.999 -5.792
C: -1.118 4.908 -4.821
H: 0.169 5.722 -3.190
H: 1.946 4.079 -4.244
H: 0.749 2.725 -6.265
H: -1.519 3.598 -6.403
H: -2.075 5.402 -4.901

Atomic forces in eV per Å
C -1.664 0.814 2.615
C 1.262 -0.717 -1.524
C -0.035 -1.857 -0.382
N -0.029 1.269 -0.387
C -0.112 0.535 -0.400
H -0.028 -0.119 0.031
H 0.193 0.062 0.117
H -0.107 -0.101 0.428
H 0.397 -0.041 -0.326
H 0.127 0.130 -0.101
C -2.372 -0.486 0.507
C 1.083 0.350 -0.120
C 1.073 -0.580 -0.383
N 0.999 0.048 1.330
C -0.456 0.834 -2.288
H -0.012 0.036 0.317
H 0.133 0.086 -0.106
H -0.233 -0.090 0.406
H -0.222 -0.114 0.296
H -0.008 -0.093 0.043
C 0.500 -0.268 0.870
C -1.090 -1.335 1.494
C 1.099 0.520 0.785
N -1.276 1.182 -0.607
C 0.554 -1.157 -1.714
H 0.269 0.543 -0.136
H 0.435 -0.338 -0.145
H -0.201 0.113 -0.314
H -0.113 0.308 -0.208
H -0.178 0.445 -0.035
C 1.107 0.169 0.184
C -1.552 -0.229 -0.246
C 0.099 -0.480 1.245
N 0.726 0.007 -0.224
C 0.055 0.461 -1.150
H -0.375 -0.099 0.123
H -0.031 0.179 -0.001
H 0.297 0.127 -0.228
H -0.239 -0.136 0.123
H -0.061 0.052 0.128
C 2.114 -1.861 1.103
C 1.656 2.607 0.132
C -3.380 0.477 -1.141
N 1.615 1.269 -0.177
C -2.723 -2.750 -0.777
H 0.050 0.161 -0.065
H 0.102 -0.222 0.148
H 0.296 0.052 0.189
H 0.434 0.356 0.008
H -0.155 -0.084 0.573
C 0.267 2.752 2.217
C 1.822 -2.975 1.442
C -1.575 -1.726 -1.209
N 0.452 0.257 -0.427
C -0.480 1.105 -1.709
H -0.032 0.132 0.427
H 0.015 -0.055 0.270
H -0.307 0.147 -0.381
H -0.008 0.133 -0.382
H -0.109 0.236 -0.233
C 0.841 -0.705 -0.668
C -0.441 -0.560 -1.198
C -0.525 1.533 3.164
N 0.191 0.265 0.098
C 0.196 0.063 -1.256
H 0.152 0.266 -0.049
H 0.027 0.161 -0.017
H -0.126 -0.585 0.014
H -0.184 -0.364 -0.086
H -0.124 -0.085 -0.011
C -1.324 -2.779 -1.232
C -1.664 2.292 -0.188
C -0.292 1.520 0.896
N 1.532 -0.001 0.246
C 0.776 -0.345 -0.247
H -0.158 -0.151 -0.193
H 0.026 -0.083 -0.119
H 0.227 0.150 0.575
H 0.349 -0.472 0.053
H 0.519 -0.092 0.147
C -1.847 1.660 -0.223
C 3.448 -2.122 0.807
C -0.217 -0.164 -1.527
N -1.424 -0.282 0.113
C -0.516 0.389 0.000
H -0.242 -0.052 -0.093
H 0.018 0.126 0.154
H 0.448 0.126 0.306
H 0.168 0.175 0.053
H 0.100 0.078 0.457

Löwdin atomic charge list, values in e, 2 entries: number 1, C, carries -0.12; number 2, C, carries -0.16

---

- The highest ΔE to the lowest compared entry with this formula, charge and spin belongs to which entry?
  number 1